The following is a DFT calculation (wB97M-V/def2-TZVPD) of an isolated molecule of C7H7F in a non-equilibrium geometry.

```
15
Properties=species:S:1:pos:R:3:nbo_charge:R:1
F 0.421 -2.574 -1.587 -0.358
C 0.280 -2.193 -0.259 0.047
C 0.180 -0.642 -0.090 -0.047
C 0.274 0.229 -1.170 -0.233
C 0.058 1.576 -0.989 -0.201
C -0.334 2.061 0.249 -0.230
C -0.401 1.214 1.342 -0.210
C -0.130 -0.147 1.199 -0.222
H -0.569 -2.611 0.219 0.173
H 1.193 -2.596 0.326 0.168
H 0.475 -0.290 -2.129 0.234
H 0.139 2.218 -1.944 0.222
H -0.630 3.134 0.394 0.222
H -0.816 1.511 2.362 0.221
H -0.141 -0.889 2.078 0.214
```

Calculated values
Charge   0
Energy relative to the best compared isomer or geometry (same formula, charge and spin)   3.9 kcal per mole
E_LUMO   1.0 eV
SMILES string   FCc1ccccc1



The following is a DFT calculation (wB97M-V/def2-TZVPD) of a cluster of 2 separate species, C2O3S in total in a non-equilibrium geometry.

```
6
Properties=species:S:1:pos:R:3:nbo_charge:R:1
O -1.493 1.204 0.210 -0.504
C -0.416 1.270 -0.176 1.010
O 0.531 1.383 -0.813 -0.509
O 0.281 -0.853 1.442 -0.454
C 0.398 -1.314 0.408 0.428
S 0.700 -1.690 -1.071 0.029
```

Calculated values
Charge   0
Energy relative to the best compared isomer or geometry (same formula, charge and spin)   8.2 kcal per mole
E_LUMO   0.4 eV
SMILES string   O=C=O.O=C=S



The following is a DFT calculation (wB97M-V/def2-TZVPD) of a cluster of 2 separate species, C6H16 in total in a non-equilibrium geometry.

```
22
Properties=species:S:1:pos:R:3:nbo_charge:R:1
C -2.303 -0.176 -0.935 -0.613
C -1.386 -0.778 0.189 -0.417
C -2.164 -1.912 0.777 -0.619
H -3.366 -0.133 -0.705 0.208
H -1.922 0.754 -1.355 0.210
H -2.224 -0.914 -1.750 0.200
H -0.358 -1.029 -0.128 0.205
H -1.089 0.029 0.923 0.198
H -2.443 -2.836 0.146 0.214
H -1.562 -2.375 1.675 0.207
H -3.203 -1.560 1.187 0.206
C 1.169 1.389 -0.766 -0.603
C 2.017 0.311 -0.138 -0.393
C 2.864 1.093 0.955 -0.601
H 0.358 1.656 -0.160 0.201
H 0.839 1.150 -1.808 0.204
H 1.820 2.306 -0.866 0.192
H 1.329 -0.492 0.199 0.189
H 2.542 -0.197 -0.882 0.198
H 2.262 1.652 1.666 0.206
H 3.448 0.294 1.407 0.209
H 3.374 1.766 0.368 0.200
```

Calculated values
Charge   0
Energy relative to the best compared isomer or geometry (same formula, charge and spin)   32.8 kcal per mole
E_LUMO   1.1 eV
SMILES string   CCC.CCC



The following is a DFT calculation (wB97M-V/def2-TZVPD) of a cluster of 2 separate species, C13H25FN2O6 in total.

```
47
Properties=species:S:1:pos:R:3:nbo_charge:R:1
N 4.815 -2.743 1.044 -0.824
C 4.289 -3.807 0.192 -0.223
C 2.880 -4.324 0.524 -0.410
C 1.834 -3.226 0.711 -0.404
C 1.632 -2.404 -0.565 -0.433
C 0.403 -1.526 -0.516 0.052
O 0.478 -0.564 -1.601 -0.505
C -0.786 -0.131 -1.796 0.973
O -1.100 0.935 -2.189 -0.559
O -1.660 -1.122 -1.495 -0.499
C -0.980 -2.183 -0.794 0.392
N -0.982 -3.312 -1.693 -0.831
C -1.853 -2.558 0.422 -0.577
C -1.285 -2.641 1.810 0.880
O -1.452 -3.510 2.584 -0.506
F -0.545 -1.550 2.159 -0.354
H 4.342 -1.863 0.868 0.348
H 4.657 -2.959 2.023 0.350
H 4.983 -4.651 0.256 0.195
H 4.331 -3.467 -0.847 0.187
H 2.926 -4.951 1.420 0.207
H 2.553 -4.961 -0.308 0.198
H 0.893 -3.703 1.011 0.195
H 2.134 -2.554 1.522 0.212
H 2.482 -1.731 -0.717 0.228
H 1.586 -3.068 -1.434 0.205
H 0.378 -0.940 0.406 0.213
H -0.505 -3.076 -2.558 0.376
H -0.513 -4.114 -1.283 0.367
H -2.273 -3.545 0.230 0.263
H -2.692 -1.857 0.453 0.282
C -1.245 3.314 0.247 -0.259
O -0.630 4.582 0.407 -0.554
C -0.747 5.415 -0.732 -0.089
C -1.859 6.432 -0.588 -0.087
O -3.138 5.830 -0.499 -0.550
C -3.620 5.704 0.825 -0.254
H -1.331 2.872 1.240 0.182
H -2.240 3.399 -0.195 0.182
H -0.635 2.664 -0.386 0.181
H -0.907 4.812 -1.632 0.179
H 0.200 5.951 -0.848 0.182
H -1.861 7.076 -1.473 0.184
H -1.673 7.063 0.289 0.170
H -3.965 6.670 1.209 0.165
H -2.855 5.306 1.496 0.180
H -4.463 5.015 0.798 0.189
```

Calculated values
Charge   0
Energy relative to the best compared isomer or geometry (same formula, charge and spin)   0.0 kcal per mole
E_LUMO   0.4 eV
SMILES string   NCCCC[C@H]1OC(=O)O[C@]1(N)CC(=O)F.COCCOC



The following is a DFT calculation (wB97M-V/def2-TZVPD) of a structure of composition C44H66N2O5PSSeSiTa in a non-equilibrium geometry.

```
122
Properties=species:S:1:pos:R:3:lowdin_charge:R:1
Ta -0.035 0.249 0.201 1.672
C 6.087 5.234 -1.173 -0.033
C 5.889 4.343 0.062 -0.553
C 5.973 5.203 1.334 -0.031
C 7.006 3.302 0.102 -0.057
C 4.508 3.698 0.004 -0.138
C 4.314 2.321 0.045 -0.032
C 3.026 1.832 0.022 -0.385
Se 2.729 -0.051 0.220 1.249
C 2.728 -0.012 2.159 -0.379
C 3.907 -0.040 2.877 -0.022
C 3.849 -0.038 4.268 -0.132
C 2.585 -0.043 4.865 0.061
C 1.381 -0.032 4.166 -0.069
C 1.489 -0.005 2.783 -0.283
O 0.396 0.006 1.939 -0.314
C 0.015 -0.063 4.862 -0.525
C -0.791 1.193 4.485 -0.027
C -0.745 -1.330 4.434 -0.024
C 0.157 -0.088 6.385 -0.053
C 5.100 -0.038 5.141 -0.555
C 6.382 -0.015 4.307 -0.058
C 5.080 1.210 6.039 -0.032
C 5.106 -1.300 6.017 -0.032
C 1.890 2.634 -0.059 -0.278
O 0.694 1.940 -0.152 -0.376
C 2.050 4.020 -0.076 -0.066
C 3.367 4.487 -0.059 0.041
C 0.940 5.077 -0.101 -0.529
C -0.436 4.495 0.172 -0.073
C 0.936 5.767 -1.471 -0.021
C 1.203 6.124 0.999 -0.032
H 7.082 5.682 -1.152 0.095
H 5.992 4.655 -2.094 0.094
H 5.360 6.048 -1.203 0.081
H 6.975 5.625 1.430 0.095
H 5.263 6.033 1.305 0.083
H 5.767 4.606 2.226 0.091
H 7.970 3.812 0.125 0.095
H 6.946 2.678 0.999 0.083
H 6.995 2.658 -0.781 0.092
H 5.145 1.631 0.094 0.106
H 4.852 -0.059 2.351 0.108
H 2.537 -0.060 5.943 0.105
H -0.992 1.248 3.415 0.055
H -1.751 1.178 5.004 0.096
H -0.256 2.096 4.786 0.098
H -0.929 -1.361 3.359 0.067
H -0.184 -2.225 4.713 0.097
H -1.712 -1.365 4.940 0.095
H 0.666 0.804 6.760 0.095
H -0.838 -0.111 6.833 0.096
H 0.693 -0.974 6.730 0.095
H 6.435 0.873 3.671 0.084
H 7.243 0.010 4.976 0.095
H 6.478 -0.908 3.683 0.091
H 5.046 2.122 5.438 0.092
H 4.222 1.210 6.713 0.083
H 5.984 1.238 6.650 0.095
H 5.093 -2.204 5.404 0.093
H 6.009 -1.317 6.630 0.095
H 4.247 -1.331 6.691 0.083
H 3.502 5.559 -0.094 0.111
H -0.748 3.790 -0.598 0.060
H -0.433 3.984 1.136 0.077
H -1.169 5.303 0.206 0.107
H 0.633 5.074 -2.261 0.086
H 0.233 6.603 -1.464 0.097
H 1.922 6.159 -1.727 0.088
H 1.314 5.648 1.976 0.099
H 2.096 6.718 0.807 0.082
H 0.360 6.815 1.049 0.094
C -6.880 -0.745 1.389 -0.165
Si -5.743 -0.862 -0.082 0.515
C -5.016 -2.573 -0.203 -0.203
C -6.644 -0.409 -1.645 -0.166
C -4.441 0.513 0.236 -0.215
C -4.937 1.779 0.553 -0.047
C -4.101 2.812 0.951 -0.018
C -2.749 2.567 1.030 -0.112
N -2.226 1.389 0.673 -0.047
C -3.053 0.403 0.287 -0.693
S -2.137 -1.012 -0.150 0.733
H -7.705 -1.455 1.281 0.046
H -7.321 0.250 1.482 0.034
H -6.362 -0.974 2.323 0.044
H -5.840 -3.292 -0.243 0.046
H -4.397 -2.823 0.662 0.026
H -4.417 -2.700 -1.107 0.020
H -7.504 -1.073 -1.775 0.045
H -6.012 -0.508 -2.531 0.037
H -7.026 0.615 -1.612 0.036
H -6.006 1.958 0.498 0.115
H -4.489 3.786 1.213 0.121
H -2.068 3.315 1.398 0.085
C 1.243 0.867 -5.386 -0.072
O 0.325 0.598 -4.299 -0.351
P 0.709 0.881 -2.777 0.905
O -0.827 0.965 -2.157 -0.484
C -1.817 1.865 -2.701 -0.051
O 0.851 -0.646 -2.092 -0.510
C 0.876 -1.862 -2.887 -0.044
H 0.698 0.672 -6.302 0.098
H 2.109 0.208 -5.333 0.090
H 1.570 1.905 -5.366 0.090
H -2.780 1.532 -2.324 0.090
H -1.808 1.801 -3.785 0.092
H -1.628 2.888 -2.379 0.083
H 0.196 -2.577 -2.445 0.066
H 1.889 -2.257 -2.875 0.106
H 0.557 -1.650 -3.902 0.090
C 1.197 -5.114 0.348 -0.021
C 1.984 -4.192 1.015 -0.017
C 1.615 -2.861 1.004 -0.149
N 0.523 -2.396 0.376 -0.016
C -0.242 -3.308 -0.246 -0.211
C 0.055 -4.658 -0.285 -0.023
H 1.462 -6.163 0.330 0.126
H 2.873 -4.492 1.553 0.123
H 2.208 -2.154 1.560 0.061
H -1.140 -2.957 -0.728 0.017
H -0.610 -5.332 -0.807 0.124
```

Calculated values
Charge   +2
Energy relative to the best compared isomer or geometry (same formula, charge and spin)   56.1 kcal per mole
E_LUMO   -5.9 eV



The following is a DFT calculation (wB97M-V/def2-TZVPD) of a structure of composition C28H24N8O2S4Se2SrTe2 in a non-equilibrium geometry.

```
71
Properties=species:S:1:pos:R:3:lowdin_charge:R:1
Sr 0.158 0.698 -1.657 0.739
S 0.982 3.124 5.821 1.001
N 0.852 1.523 5.649 -0.231
C 0.542 1.246 4.392 -0.292
C 0.339 -0.042 3.812 -0.075
C 0.419 -1.227 4.547 0.010
C 0.228 -2.419 3.884 -0.030
C -0.038 -2.390 2.513 -0.103
N -0.147 -1.287 1.808 0.154
C 0.033 -0.126 2.433 -0.114
C -0.108 1.082 1.652 -0.167
N -0.508 0.941 0.394 -0.057
C -0.398 2.035 -0.315 -0.964
C -0.219 3.357 0.132 -0.367
C -0.015 3.518 1.448 -0.009
C 0.077 2.348 2.234 -0.093
C 0.422 2.427 3.602 -0.301
N 0.651 3.537 4.285 -0.223
H 0.625 -1.175 5.606 0.119
H 0.285 -3.354 4.415 0.105
H -0.182 -3.299 1.948 0.104
H -0.893 1.951 -1.263 -0.101
H -0.024 4.137 -0.692 0.111
H 0.127 4.512 1.839 0.148
Se 0.088 -1.020 -3.144 -0.038
Te 0.228 -0.249 -5.286 0.193
Te 0.373 2.277 -5.171 0.254
Se 0.321 2.670 -2.974 0.010
S -0.011 -7.422 -0.750 1.010
N 1.198 -6.353 -0.739 -0.229
C 0.691 -5.131 -0.716 -0.294
C 1.419 -3.891 -0.747 -0.081
C 2.804 -3.827 -0.936 0.020
C 3.398 -2.579 -0.897 -0.011
C 2.598 -1.435 -0.746 -0.121
N 1.263 -1.439 -0.730 -0.039
C 0.676 -2.676 -0.661 -0.216
C -0.782 -2.681 -0.708 -0.209
N -1.371 -1.465 -0.943 -0.031
C -2.679 -1.502 -1.195 -0.124
C -3.471 -2.659 -1.202 -0.022
C -2.878 -3.890 -0.988 0.015
C -1.499 -3.913 -0.764 -0.083
C -0.749 -5.141 -0.701 -0.294
N -1.237 -6.372 -0.708 -0.229
H 3.371 -4.735 -1.084 0.120
H 4.469 -2.489 -0.999 0.110
H 3.033 -0.455 -0.622 0.079
H -3.117 -0.548 -1.467 0.106
H -4.528 -2.595 -1.408 0.107
H -3.434 -4.815 -1.029 0.119
C 2.892 1.630 -1.764 -0.235
S 1.466 2.092 -0.588 0.564
C 2.140 3.672 -0.475 -0.220
O 1.931 1.476 0.687 -0.319
H 3.044 2.555 -2.393 0.063
H 2.759 0.759 -2.412 0.048
H 3.701 1.518 -1.044 0.061
H 1.820 4.308 -1.374 0.094
H 3.216 3.484 -0.474 0.080
H 1.821 4.057 0.497 0.076
C -2.948 2.725 -2.546 -0.223
S -2.205 3.671 -1.132 0.821
C -2.697 2.366 0.096 -0.169
O -2.943 4.870 -0.837 -0.454
H -4.020 2.649 -2.508 0.057
H -2.474 1.727 -2.501 0.026
H -2.586 3.266 -3.448 0.050
H -2.474 1.358 -0.268 0.049
H -3.749 2.479 0.319 0.080
H -2.073 2.553 0.995 0.068
```

Calculated values
Charge   0
Energy relative to the best compared isomer or geometry (same formula, charge and spin)   528.1 kcal per mole
E_LUMO   -0.9 eV



The following is a DFT calculation (wB97M-V/def2-TZVPD) of a cluster of 4 separate species, C4H11NO2 in total in a non-equilibrium geometry.

```
18
Properties=species:S:1:pos:R:3:nbo_charge:R:1
C -0.537 1.605 0.135 0.670
C 0.678 -1.352 0.175 0.398
C -1.181 1.480 1.472 -0.692
C 1.389 -2.167 -0.886 -0.704
N -1.031 1.015 -0.898 -0.747
O 1.114 -0.237 0.503 -0.646
O 0.441 2.523 0.108 -0.667
H 1.007 2.404 -0.667 0.490
H -1.296 -0.424 -0.682 0.196
H -0.498 1.154 -1.754 0.353
H 0.232 -1.979 0.969 0.127
H -1.039 -1.273 -0.450 -0.172
H -0.423 1.247 2.215 0.250
H -1.933 0.696 1.456 0.235
H -1.653 2.430 1.732 0.237
H 0.690 -2.832 -1.393 0.222
H 1.869 -1.523 -1.623 0.217
H 2.171 -2.765 -0.413 0.233
```

Calculated values
Charge   0
Energy relative to the best compared isomer or geometry (same formula, charge and spin)   79.2 kcal per mole
E_LUMO   0.8 eV



Which value of charge does entry 5 give?
+2



The lowest energy relative to the best compared isomer or geometry (same formula, charge and spin) belongs to which entry?
C13H25FN2O6



Which formula does entry 2 have?
C2O3S